No. 1
{"formula": "C20H20N5O3SV", "method": "wB97M-V/def2-TZVPD", "symbols": ["V", "N", "C", "S", "N", "N", "C", "C", "C", "C", "C", "C", "C", "O", "H", "H", "H", "H", "H", "H", "H", "O", "C", "C", "C", "C", "N", "C", "C", "C", "C", "C", "C", "O", "C", "C", "N", "H", "H", "H", "H", "H", "H", "H", "H", "H", "H", "H", "H", "H"], "xyz": [[0.000000, 0.000000, 0.000000], [-0.088497, -3.369495, 2.646781], [0.233107, -2.240189, 1.959090], [-1.147049, -1.330478, 1.540882], [1.456465, -1.979877, 1.609265], [1.602885, -0.833260, 0.819120], [2.429232, 0.003421, 1.353673], [2.769681, 1.304096, 0.737571], [4.128433, 1.672585, 0.789147], [4.548546, 2.872711, 0.227525], [3.608169, 3.700332, -0.369829], [2.256464, 3.324665, -0.392998], [1.770471, 2.121589, 0.160948], [0.526983, 1.830356, 0.151375], [-1.079421, -3.491043, 2.470396], [0.480515, -4.118999, 2.289085], [2.953324, -0.241231, 2.293297], [4.847680, 1.003544, 1.248171], [5.594287, 3.152966, 0.250381], [3.903350, 4.640970, -0.819790], [1.532040, 3.993118, -0.857159], [-2.697918, 3.189639, -5.546052], [-1.569244, 2.361678, -5.623441], [-1.192088, 1.794334, -4.273488], [-0.009092, 0.892705, -4.194260], [0.352135, 0.372242, -3.010137], [-0.411707, 0.695957, -1.837561], [-1.436368, 1.466193, -1.855098], [-1.881150, 2.070517, -3.140736], [-2.117998, 1.697436, -0.534368], [-3.318842, 2.557664, -0.354047], [-3.848895, 2.695039, 0.879886], [-5.065098, 3.557075, 1.099770], [-4.805967, 4.879368, 0.713273], [-3.219775, 1.981586, 2.025902], [-2.136697, 1.216125, 1.811785], [-1.608026, 1.101731, 0.480276], [-2.867127, 3.511074, -6.469573], [-0.705717, 2.949230, -6.006943], [-1.780517, 1.512457, -6.310478], [0.560702, 0.655054, -5.087545], [1.212272, -0.286103, -2.939681], [-2.745683, 2.721730, -3.161581], [-3.768662, 3.070678, -1.196540], [-5.396470, 3.531372, 2.162640], [-5.906959, 3.165126, 0.490701], [-4.241759, 5.276919, 1.427187], [-3.627954, 2.075595, 3.027463], [-1.665683, 0.689413, 2.635791], [0.284846, -1.476508, -0.899962]], "forces_ev_per_a": [[-0.11, -1.69, 0.62], [-0.08, -0.17, -0.22], [1.58, -0.02, -0.87], [0.28, 0.71, -1.17], [-0.65, -0.75, 0.16], [-0.51, 0.48, 2.28], [1.08, 1.32, -0.60], [0.07, -1.25, 0.72], [-0.31, 0.72, -0.24], [0.17, -0.56, 0.24], [-1.19, -0.46, 0.05], [0.17, 0.65, -0.27], [3.61, 1.23, -0.27], [-0.51, -0.75, 0.34], [0.16, -0.85, 0.52], [0.08, -0.60, 0.45], [-0.16, -0.35, -0.63], [-0.09, 0.03, 0.03], [-0.06, -0.05, 0.01], [-0.03, -0.06, 0.04], [0.09, -0.12, 0.10], [-0.37, 0.50, -1.05], [0.45, -0.28, -0.30], [1.65, -1.17, -0.36], [-1.78, 1.55, -0.47], [-1.49, 0.79, 1.50], [2.17, -2.33, -2.07], [-1.94, 2.01, -2.56], [0.23, -0.65, 2.38], [-2.95, 2.38, -0.72], [2.13, -1.30, -1.05], [0.60, -1.33, 2.38], [-0.70, -0.39, 0.55], [0.76, 0.89, 0.83], [-1.27, 1.41, -1.85], [0.43, 0.67, -2.13], [-1.27, -1.02, 3.27], [0.05, -0.33, 1.39], [-0.24, -0.52, 0.12], [0.39, 0.31, 0.30], [-0.13, 0.08, 0.08], [-0.31, 0.06, 0.54], [0.08, -0.06, -0.04], [0.12, -0.08, 0.02], [0.23, -0.24, -0.58], [0.47, 0.35, 0.25], [-0.77, -0.34, -1.12], [-0.02, 0.06, -0.18], [0.17, 0.26, -0.59], [-0.27, 1.25, 0.16]], "multiplicity": 2, "homo_ev": [-11.046, -11.096], "total_charge": 1, "orbital_gap_ev": [6.8, 7.0], "e_lumo_ev": [-4.26, -4.13]}


No. 2
{"formula": "C42H112O14", "method": "wB97M-V/def2-TZVPD", "symbols": ["C", "C", "C", "O", "H", "H", "H", "H", "H", "H", "H", "H", "C", "C", "C", "O", "H", "H", "H", "H", "H", "H", "H", "H", "C", "C", "C", "O", "H", "H", "H", "H", "H", "H", "H", "H", "C", "C", "C", "O", "H", "H", "H", "H", "H", "H", "H", "H", "C", "C", "C", "O", "H", "H", "H", "H", "H", "H", "H", "H", "C", "C", "C", "O", "H", "H", "H", "H", "H", "H", "H", "H", "C", "C", "C", "O", "H", "H", "H", "H", "H", "H", "H", "H", "C", "C", "C", "O", "H", "H", "H", "H", "H", "H", "H", "H", "C", "C", "C", "O", "H", "H", "H", "H", "H", "H", "H", "H", "C", "C", "C", "O", "H", "H", "H", "H", "H", "H", "H", "H", "C", "C", "C", "O", "H", "H", "H", "H", "H", "H", "H", "H", "C", "C", "C", "O", "H", "H", "H", "H", "H", "H", "H", "H", "C", "C", "C", "O", "H", "H", "H", "H", "H", "H", "H", "H", "C", "C", "C", "O", "H", "H", "H", "H", "H", "H", "H", "H"], "xyz": [[0.697076, 6.106564, 3.423210], [-0.522214, 5.222409, 3.527538], [-0.334675, 3.908567, 2.769899], [-0.671386, 4.894740, 4.910315], [1.556786, 5.551301, 3.804766], [0.564988, 6.985113, 4.055853], [0.908669, 6.426353, 2.403652], [-1.419922, 5.721386, 3.147797], [0.583468, 3.415048, 3.099837], [-0.216307, 4.051226, 1.693218], [-1.134984, 3.184545, 2.934239], [-1.505556, 4.431776, 5.033373], [1.434805, 0.930884, -4.384333], [1.709341, -0.553243, -4.230408], [1.883293, -1.218772, -5.584987], [2.787888, -0.780547, -3.350471], [0.554907, 1.074898, -5.020403], [2.222679, 1.494576, -4.889455], [1.177767, 1.456374, -3.463053], [0.839361, -1.035104, -3.758127], [2.601563, -0.684550, -6.213771], [0.939072, -1.197967, -6.134788], [2.206333, -2.258517, -5.519276], [2.689663, -1.662650, -2.960084], [-3.223845, -4.196502, 4.077921], [-3.747435, -2.790615, 3.910831], [-2.915235, -2.000836, 2.901822], [-5.113409, -2.828514, 3.536915], [-2.148988, -4.197732, 4.270848], [-3.380704, -4.901275, 3.258917], [-3.722436, -4.691953, 4.915975], [-3.674513, -2.210087, 4.837661], [-3.377557, -1.014094, 2.816502], [-2.843897, -2.499129, 1.933697], [-1.886176, -1.846317, 3.236988], [-5.304878, -2.175500, 2.831492], [-4.243960, 2.699043, -0.145824], [-3.326991, 3.493941, -1.080674], [-4.072904, 4.659549, -1.678746], [-2.232617, 3.938941, -0.289375], [-4.882746, 2.038357, -0.750269], [-4.913610, 3.340185, 0.428771], [-3.716329, 2.024614, 0.526096], [-2.987784, 2.828657, -1.886845], [-4.885819, 4.278147, -2.300739], [-3.453964, 5.253272, -2.352578], [-4.478780, 5.281337, -0.880356], [-1.663705, 3.165689, -0.115696], [-2.339177, -1.784764, -4.465407], [-3.487025, -0.795562, -4.508472], [-3.134516, 0.566937, -3.967636], [-3.845355, -0.601868, -5.885905], [-2.029890, -2.018089, -3.441763], [-1.478121, -1.412705, -5.021203], [-2.630176, -2.751098, -4.885947], [-4.381423, -1.224417, -4.039726], [-2.167002, 0.891875, -4.362778], [-2.993982, 0.652670, -2.887918], [-3.881820, 1.304281, -4.260419], [-4.106752, -1.448814, -6.257538], [-4.303054, -0.809904, 4.650162], [-2.936580, -0.292654, 5.044085], [-2.160223, 0.130657, 3.808267], [-3.036660, 0.895602, 5.860749], [-4.871651, -1.085502, 5.540146], [-4.149939, -1.651659, 3.972997], [-4.862470, -0.024064, 4.141740], [-2.347366, -1.008486, 5.627406], [-2.720150, 0.884494, 3.251156], [-2.016835, -0.724959, 3.142691], [-1.173644, 0.526777, 4.047999], [-3.318239, 0.566587, 6.722663], [3.288045, -5.199471, -1.066751], [3.481691, -3.977491, -1.956650], [3.777984, -4.276875, -3.408196], [2.312507, -3.163360, -1.888755], [3.022888, -4.941439, -0.040954], [4.187749, -5.819690, -1.038561], [2.505837, -5.868587, -1.437302], [4.339630, -3.408468, -1.570631], [2.895434, -4.600272, -3.964796], [4.470384, -5.118522, -3.493936], [4.244155, -3.435455, -3.921202], [1.998066, -3.123844, -0.973947], [3.008120, 5.281592, -0.125234], [1.948863, 4.370411, -0.735657], [1.747920, 4.530158, -2.238588], [2.153716, 3.005734, -0.336346], [3.960319, 5.187046, -0.652125], [3.222475, 5.026761, 0.912060], [2.600524, 6.292512, -0.173934], [0.964886, 4.605466, -0.316977], [0.995691, 3.829473, -2.593871], [2.709225, 4.418913, -2.745125], [1.384965, 5.549884, -2.378473], [2.817613, 2.579263, -0.895661], [3.446344, -0.999779, 0.226318], [4.140509, -2.056483, 1.075520], [5.663903, -2.062418, 0.969513], [3.795999, -1.787856, 2.424461], [3.824743, 0.005683, 0.448021], [2.383507, -0.968244, 0.470239], [3.583112, -1.046064, -0.855047], [3.703476, -3.007497, 0.757019], [6.004440, -2.949906, 1.501226], [6.164929, -1.155953, 1.312526], [5.996065, -2.097363, -0.074876], [3.994647, -0.840119, 2.630635], [-1.758103, -0.107250, -0.137977], [-0.365847, 0.465850, -0.177605], [0.460032, -0.145289, -1.330160], [-0.398571, 1.867409, -0.385003], [-1.766000, -1.198205, -0.102781], [-2.301505, 0.222159, -1.028091], [-2.312805, 0.214789, 0.745258], [0.167622, 0.200808, 0.743073], [1.422121, 0.365731, -1.404092], [-0.078076, -0.020016, -2.274297], [0.698893, -1.208209, -1.232748], [0.498843, 2.237402, -0.240937], [-4.935744, -1.922197, -0.376698], [-6.223229, -1.685568, 0.379020], [-6.959210, -2.993423, 0.654532], [-5.951462, -1.047459, 1.646853], [-5.178705, -2.147524, -1.418191], [-4.345099, -2.742534, 0.038932], [-4.241225, -1.078392, -0.378548], [-6.838708, -0.977009, -0.181842], [-7.290119, -3.400263, -0.301426], [-7.853154, -2.822958, 1.258658], [-6.380745, -3.697105, 1.251756], [-6.076780, -0.100267, 1.563598], [-0.837938, -3.701394, -1.025234], [-0.474916, -3.504677, 0.456385], [-0.784469, -4.698837, 1.349438], [0.882441, -3.033253, 0.596924], [-0.488881, -2.829569, -1.571641], [-1.909201, -3.858573, -1.154793], [-0.404122, -4.647236, -1.355091], [-1.029554, -2.656068, 0.871364], [-0.173166, -5.566380, 1.095636], [-1.819041, -4.992029, 1.152170], [-0.718199, -4.455315, 2.408158], [1.014938, -2.771685, 1.514078], [6.079488, 0.086410, -2.401235], [5.369945, 1.421786, -2.448405], [5.342952, 1.955046, -3.891509], [4.034086, 1.290517, -1.994193], [5.535755, -0.712486, -2.910935], [6.242625, -0.221840, -1.367825], [7.052792, 0.102715, -2.899861], [5.898720, 2.153078, -1.835633], [5.138321, 1.170570, -4.623699], [6.310861, 2.383705, -4.171669], [4.625170, 2.762601, -4.042831], [3.538834, 0.680959, -2.564960], [3.758655, 2.893909, 3.277526], [3.487452, 1.472714, 3.746887], [2.153628, 0.972755, 3.237920], [4.564424, 0.630487, 3.267910], [3.702001, 2.962430, 2.187012], [4.765805, 3.224270, 3.543664], [3.034373, 3.621232, 3.646914], [3.548381, 1.454001, 4.838689], [2.161593, 1.021875, 2.144581], [1.311961, 1.525151, 3.649189], [1.985638, -0.096384, 3.391055], [5.383646, 1.002369, 3.605543]], "forces_ev_per_a": [[0.01, 0.11, 0.30], [-0.06, -1.08, -0.24], [0.47, -0.11, -0.38], [-0.06, 0.45, 0.24], [0.04, 0.05, -0.04], [0.04, 0.05, -0.07], [-0.11, -0.06, -0.06], [0.04, 0.16, 0.09], [0.00, 0.18, 0.14], [-0.21, 0.12, 0.00], [-0.21, 0.22, 0.00], [0.02, -0.07, -0.04], [-0.52, 0.50, -0.28], [-0.88, -0.36, -0.07], [0.19, 0.12, -0.50], [0.76, 0.38, -0.28], [0.00, -0.22, -0.06], [0.29, -0.28, 0.13], [0.29, -0.25, 0.17], [-0.04, 0.24, -0.21], [0.12, -0.01, 0.15], [-0.05, -0.03, 0.09], [-0.03, 0.01, 0.20], [-0.12, -0.11, 0.32], [-0.02, -1.27, 0.15], [3.19, -7.88, -0.93], [-0.49, -3.29, -2.00], [-0.58, -1.70, -0.70], [-0.02, 0.15, 0.18], [-0.08, 0.37, -0.42], [0.08, 0.24, 0.15], [1.56, -4.24, 0.73], [-0.19, -1.30, -1.37], [-0.44, -0.23, -0.05], [-0.45, -2.53, -0.05], [-0.07, -0.16, 0.34], [-0.81, -0.69, -0.76], [0.08, -0.52, 1.07], [0.05, 0.01, -0.32], [0.15, 0.42, -0.40], [-0.13, 0.11, 0.02], [0.19, 0.12, 0.11], [0.31, 0.23, 0.06], [0.18, 0.07, 0.06], [-0.16, 0.01, 0.18], [0.17, 0.06, 0.23], [0.00, 0.12, -0.11], [-0.05, 0.13, -0.15], [0.08, -0.44, 0.58], [-0.16, -0.46, -0.61], [0.39, 0.57, 0.12], [0.00, 0.42, -0.13], [0.05, 0.23, 0.04], [-0.03, 0.09, 0.00], [-0.07, 0.09, -0.17], [0.19, 0.13, 0.47], [-0.10, -0.03, -0.30], [-0.32, -0.49, -0.01], [-0.04, -0.05, -0.03], [0.03, -0.04, 0.02], [-1.67, 5.32, 0.79], [0.23, 1.57, -0.38], [1.71, 1.74, 0.23], [-0.02, -0.50, 0.26], [-0.22, -0.35, -0.09], [-3.62, 8.37, 1.58], [-0.04, 0.70, 0.24], [-0.04, -0.36, -0.15], [-0.05, 0.25, 0.10], [1.32, 4.36, 1.14], [-0.05, 0.42, 0.40], [-0.07, 0.37, 0.04], [0.13, -0.66, -0.32], [0.03, -0.08, 0.57], [0.12, -0.63, -0.36], [0.04, 0.09, -0.59], [0.06, 0.19, -0.04], [0.12, 0.20, 0.06], [-0.14, 0.23, -0.16], [-0.07, 0.02, 0.12], [-0.18, 0.22, 0.16], [0.14, 0.11, 0.17], [-0.17, 0.11, 0.03], [-0.05, 0.13, 0.20], [-0.32, -0.21, -0.27], [-0.56, -0.43, 0.34], [0.55, 0.32, 0.66], [-0.07, -0.01, -0.01], [-0.07, 0.23, -0.21], [-0.33, -0.03, 0.07], [0.46, 0.18, 0.00], [0.14, 0.12, 0.35], [0.08, -0.05, -0.11], [-0.15, -0.13, -0.28], [0.01, -0.03, -0.32], [0.27, -0.17, -0.23], [0.32, 0.96, -0.17], [-0.01, 1.58, -0.22], [-0.10, -0.39, -0.98], [-0.49, -0.30, 0.40], [0.14, -0.09, 0.29], [0.01, -0.21, -0.17], [-0.07, -0.52, 0.06], [0.30, -0.23, 0.53], [0.41, 0.18, 0.04], [-0.43, 0.02, 0.58], [-0.15, -0.49, -0.03], [0.18, -0.98, -0.25], [-0.43, 0.29, 0.10], [1.22, -1.01, -0.75], [-0.24, 0.06, 0.11], [-0.34, 0.12, 0.50], [0.20, 0.14, -0.24], [-0.03, -0.08, 0.09], [0.01, 0.21, 0.01], [-0.10, 0.28, 0.27], [-0.11, 0.05, -0.02], [-0.05, 0.16, 0.15], [-0.19, 0.18, 0.30], [-0.02, -0.16, -0.20], [0.52, -0.04, -0.40], [0.19, 0.14, 0.55], [-0.59, 0.57, 0.07], [0.00, -0.21, -0.02], [0.13, -0.14, 0.01], [-0.27, -0.20, 0.04], [-0.41, 0.26, 0.03], [-0.19, -0.28, -0.13], [0.18, -0.35, 0.09], [-0.05, 0.25, -0.15], [0.37, -0.04, -0.36], [0.10, 0.08, 0.05], [0.40, -0.45, 1.13], [-0.46, 0.76, 0.70], [-0.24, -0.11, -0.70], [0.14, -0.70, -0.59], [-0.04, -0.28, -0.38], [-0.11, 0.38, 0.19], [0.41, 0.27, -0.35], [-0.49, -0.25, -0.30], [0.19, 0.08, 0.13], [-0.05, 0.01, 0.12], [0.22, -0.03, 0.01], [0.20, 0.00, 0.01], [0.59, -0.46, 0.24], [-0.40, -0.11, -1.64], [0.59, 0.32, -0.21], [-0.14, 0.74, 0.88], [-0.36, 0.21, 0.03], [-0.03, -0.04, 0.00], [0.05, 0.30, 0.11], [-0.30, -0.05, 0.30], [-0.17, -0.11, 0.15], [0.07, -0.14, 0.08], [-0.17, -0.10, 0.27], [0.16, -0.35, -0.09], [-0.01, 0.29, -0.52], [0.44, 0.58, 0.23], [0.23, -0.85, -0.65], [-0.59, 0.29, -0.01], [-0.05, -0.25, -0.02], [-0.05, 0.01, 0.25], [0.01, -0.11, 0.28], [-0.30, -0.09, 0.07], [-0.16, 0.52, -0.03], [0.13, 0.10, -0.02], [0.16, 0.04, 0.58], [0.09, -0.13, -0.05]], "de_lowest_ev": 8.534, "multiplicity": 1, "homo_ev": -8.887, "total_charge": 0, "orbital_gap_ev": 9.3, "e_lumo_ev": 0.46}


No. 3
{"formula": "H10O5", "method": "wB97M-V/def2-TZVPD", "symbols": ["O", "O", "O", "O", "O", "H", "H", "H", "H", "H", "H", "H", "H", "H", "H"], "xyz": [[-0.846540, 0.793146, -2.046945], [-0.451636, -1.721069, -1.156807], [0.946378, -1.945534, 1.138250], [1.083625, 0.692139, 1.870258], [-0.653579, 2.103286, 0.324915], [-0.919152, 0.908749, -3.011594], [-1.318265, -2.157655, -1.005705], [1.871425, -2.215486, 1.012163], [0.794174, 0.839192, 2.773940], [-0.304573, 2.960744, 0.018203], [-0.785994, -0.177915, -1.840340], [0.078293, -1.794561, -0.310965], [0.930175, -0.995199, 1.423346], [0.407762, 1.156959, 1.287193], [-0.832087, 1.553206, -0.475909]], "forces_ev_per_a": [[-0.05, -0.22, 0.05], [-0.39, -0.49, 0.38], [0.19, -0.11, 0.16], [-0.34, 0.05, -0.45], [0.01, 0.12, 0.38], [-0.02, -0.13, 0.24], [0.71, 0.31, 0.04], [-0.41, 0.41, 0.08], [-0.13, 0.07, 0.09], [-0.18, -0.59, -0.12], [0.14, 0.43, -0.30], [-0.55, -0.11, -0.59], [0.44, -0.25, -0.02], [0.45, 0.02, 0.35], [0.13, 0.50, -0.28]], "de_lowest_ev": 0.207, "multiplicity": 2, "homo_ev": [1.296, -7.051], "total_charge": -1, "orbital_gap_ev": [2.5, 10.8], "e_lumo_ev": [3.84, 3.73]}


No. 4
{"formula": "C3H2F4", "method": "wB97M-V/def2-TZVPD", "symbols": ["F", "C", "F", "F", "H", "C", "C", "F", "H"], "xyz": [[1.229221, -0.992226, 1.248283], [0.923784, -0.890190, 2.515244], [-0.094455, -1.765841, 2.647361], [1.952406, -1.309103, 3.277112], [0.566841, -0.005210, 2.826932], [-0.893196, 1.147556, -1.787247], [-0.752164, 0.800731, -0.644391], [-0.677795, 0.485989, 0.585015], [-1.212450, 1.176230, -2.874100]], "forces_ev_per_a": [[1.28, 0.60, -0.98], [0.18, -4.32, -0.23], [-0.29, -0.37, 0.78], [-0.19, 0.26, -0.31], [-0.72, 3.63, 0.83], [-0.73, -0.65, -1.26], [-0.40, 0.44, -1.33], [0.00, 0.19, 0.32], [0.88, 0.22, 2.17]], "de_lowest_ev": 2.842, "multiplicity": 1, "homo_ev": -10.695, "total_charge": 0, "orbital_gap_ev": 11.5, "e_lumo_ev": 0.77, "smiles": "FC(F)F.C#CF"}